[1]
{
  "formula": "C6H17NO2",
  "method": "wB97M-V/def2-TZVPD",
  "species": ["C", "C", "N", "O", "H", "H", "H", "H", "H", "H", "H", "C", "C", "C", "C", "H", "H", "H", "H", "H", "H", "H", "H", "O", "H", "H"],
  "coordinates": [[-2.30247, 0.33916, -0.48691], [-2.57481, -1.03945, 0.11162], [-3.98708, -1.34372, -0.00626], [-2.23767, -1.09252, 1.48016], [-1.29030, 0.65042, -0.24532], [-3.00989, 1.05780, -0.07939], [-2.41545, 0.30754, -1.56677], [-1.91306, -1.78849, -0.35822], [-4.17723, -2.29036, 0.30384], [-4.30102, -1.24891, -0.96363], [-2.86227, -0.52205, 1.94581], [2.67054, 1.94195, 0.32191], [2.56650, 0.80545, -0.34458], [3.27007, -0.44665, 0.08211], [1.70813, 0.65941, -1.56406], [2.14594, 2.83175, 0.01517], [3.28675, 2.03443, 1.20138], [3.97692, -0.24670, 0.88351], [2.53565, -1.16634, 0.43471], [3.80211, -0.89105, -0.75490], [1.25091, 1.60512, -1.83983], [2.29289, 0.29587, -2.40671], [0.91942, -0.06552, -1.35844], [0.35797, -0.02542, 1.39401], [-0.46457, -0.51356, 1.55148], [0.75202, 0.15181, 2.24931]],
  "mulliken_charge": [-1.169, 0.305, -0.638, -0.626, 0.251, 0.404, 0.353, 0.276, 0.229, 0.228, 0.341, -1.012, 1.068, -1.249, -1.166, 0.261, 0.283, 0.348, 0.279, 0.332, 0.320, 0.388, 0.140, -0.553, 0.343, 0.264],
  "smiles": "C[C@H](N)O.C=C(C)C.O",
  "homo_lumo_gap_ev": 9.61,
  "largest_force_ev_per_a": 0.576,
  "relative_energy_kcal_mol": 11.6,
  "molar_mass_g_mol": 135.2
}

---

[2]
{
  "formula": "C6H17NO2",
  "method": "wB97M-V/def2-TZVPD",
  "species": ["C", "C", "O", "O", "H", "H", "H", "H", "H", "H", "C", "C", "C", "C", "N", "H", "H", "H", "H", "H", "H", "H", "H", "H", "H", "H"],
  "coordinates": [[1.70101, 1.88901, 0.38590], [0.29579, 1.86426, -0.23195], [2.48844, 2.88450, -0.24061], [0.28582, 1.41825, -1.50720], [2.28711, 2.82319, -1.18508], [-0.04895, 0.14388, -1.36567], [2.16864, 0.90019, 0.26133], [1.67195, 2.12471, 1.45268], [-0.30975, 1.09666, 0.37437], [-0.20562, 2.84182, -0.10451], [-1.22042, -0.49945, 0.90780], [-1.52443, -1.46478, -1.63678], [0.60899, -1.89261, -0.57559], [-0.47520, -0.18034, 2.17883], [-0.44867, -0.93222, -0.82163], [-2.10556, 0.10868, 0.73878], [-1.53785, -1.54042, 0.93143], [-2.07204, -2.26068, -1.11899], [0.24981, -2.75615, 0.00016], [1.02975, -2.25745, -1.51899], [-2.21817, -0.66290, -1.88525], [-1.13211, -1.87858, -2.57323], [1.41251, -1.41773, -0.01347], [-0.50419, 0.87920, 2.42302], [-0.95682, -0.71531, 3.00411], [0.55996, -0.51573, 2.12053]],
  "mulliken_charge": [-0.214, 0.768, -0.543, -0.837, 0.326, 0.412, 0.097, 0.269, -0.865, 0.320, -0.637, -1.064, -0.976, -1.029, -0.031, 0.371, 0.547, 0.390, 0.379, 0.371, 0.336, 0.383, 0.233, 0.360, 0.352, 0.282],
  "homo_lumo_gap_ev": 8.61,
  "largest_force_ev_per_a": 3.305,
  "relative_energy_kcal_mol": 90.0,
  "molar_mass_g_mol": 135.2
}